The following is a DFT calculation (ωB97M-V/def2-TZVPD) of C36H40AsCrN4O5S4 as an isolated structure at a distorted geometry.

Cartesian coordinates (Å):
Cr: -0.210 -0.454 1.770
C: -2.049 4.714 -4.025
O: -2.031 4.095 -2.759
C: -3.159 4.185 -1.995
C: -4.284 4.907 -2.331
C: -5.392 4.908 -1.484
C: -5.362 4.166 -0.320
C: -4.235 3.425 0.018
C: -3.109 3.444 -0.799
N: -1.927 2.757 -0.550
C: -1.573 1.978 0.537
N: -1.964 2.433 1.732
C: -1.559 1.993 3.017
C: -0.693 0.918 3.201
C: -0.355 0.673 4.544
C: -0.870 1.399 5.600
C: -1.764 2.445 5.374
C: -2.096 2.746 4.070
O: -2.945 3.777 3.695
C: -3.412 4.621 4.718
N: -0.830 0.913 0.378
C: -0.525 0.624 -0.990
C: -1.486 -0.063 -1.740
C: -1.310 -0.375 -3.073
C: -0.156 0.052 -3.716
C: 0.787 0.770 -3.010
C: 0.636 1.067 -1.650
O: 1.649 1.834 -1.172
C: 1.732 2.264 0.183
H: -1.089 4.487 -4.484
H: -2.159 5.799 -3.942
H: -2.851 4.320 -4.656
H: -4.322 5.481 -3.247
H: -6.271 5.477 -1.754
H: -6.221 4.148 0.339
H: -4.248 2.803 0.902
H: -1.361 2.614 -1.374
H: -2.446 3.319 1.731
H: 0.343 -0.124 4.769
H: -0.592 1.155 6.619
H: -2.184 2.994 6.206
H: -3.967 5.419 4.227
H: -2.585 5.053 5.289
H: -4.079 4.092 5.406
H: -2.395 -0.353 -1.227
H: -2.068 -0.936 -3.604
H: -0.001 -0.157 -4.767
H: 1.676 1.145 -3.499
H: 2.701 2.752 0.266
H: 0.946 2.984 0.426
H: 1.695 1.435 0.887
O: 2.977 -5.318 5.800
C: 2.416 -4.459 5.155
S: 0.673 -4.382 4.916
C: 0.631 -2.946 3.884
C: 1.824 -2.366 3.620
S: 2.095 -0.944 2.668
S: 3.243 -3.132 4.348
S: -0.918 -2.415 3.327
C: 4.647 -1.153 -1.772
As: 3.139 -1.628 -0.568
C: 4.263 -2.736 0.590
C: 2.351 -3.153 -1.632
C: 3.291 -3.880 -2.521
C: 4.008 -4.989 -2.070
C: 4.915 -5.638 -2.895
C: 5.121 -5.196 -4.194
C: 4.411 -4.097 -4.658
C: 3.509 -3.448 -3.832
H: 5.151 -2.035 -2.166
H: 5.361 -0.577 -1.181
H: 4.316 -0.531 -2.604
H: 4.920 -3.397 0.021
H: 3.638 -3.325 1.262
H: 4.868 -2.075 1.209
H: 1.518 -2.732 -2.195
H: 1.971 -3.805 -0.844
H: 3.846 -5.347 -1.060
H: 5.465 -6.493 -2.520
H: 5.826 -5.703 -4.841
H: 4.568 -3.742 -5.670
H: 2.962 -2.585 -4.196
C: -2.682 -2.350 0.656
C: -1.323 -2.648 0.085
N: -1.287 -3.681 -0.793
O: -0.311 -2.006 0.343
H: -3.451 -2.434 -0.114
H: -2.683 -1.354 1.096
H: -2.890 -3.060 1.457
H: -2.033 -4.354 -0.768
H: -0.379 -4.010 -1.081

Summary:
- relative energy (zero: lowest compared OMol25 entry of this formula, charge and spin) (kJ/mol) = 92.8
- charge = -1
- multiplicity = 5
- maximum force (eV/A) = 1.3
- HOMO-LUMO gap (alpha / beta) (eV) = 4.83 / 4.93